(1)
An isolated molecule of C18H21NO4S, computed with wB97M-V/def2-TZVPD.

## Properties
Relative energy (zero: lowest compared OMol25 entry of this formula, charge and spin) in eV: 1.435
Structure (SMILES): Cc1cccc(C(=O)N(Cc2ccc(C)o2)[C@@H]2CCS(=O)(=O)C2)c1
Charge: 0
Highest occupied orbital energy in eV: -8.770
Lowest unoccupied orbital energy in eV: 0.55
Orbital gap in eV: 9.317

Atoms and positions in Å:
1 S 3.91420 1.03296 0.04109
2 O 0.37198 -2.56309 -0.65941
3 O 4.62318 2.09418 0.69676
4 O -0.13574 2.18402 0.99545
5 O 4.59681 0.34704 -1.02389
6 N 0.03360 0.50017 -0.50140
7 C 1.05011 -4.73002 0.22621
8 C -2.70347 2.29847 -0.95920
9 C 2.28489 1.57698 -0.56588
10 C -1.33326 -3.68704 0.21291
11 C -2.14617 1.44181 -0.01966
12 C -1.81445 -2.44446 -0.27106
13 C -0.73768 -1.79630 -0.79573
14 C -4.34703 0.68634 0.62102
15 C -2.96823 0.65020 0.77196
16 C -0.66657 1.41993 0.21172
17 C 1.80063 -0.06893 1.16903
18 C -4.89195 1.53729 -0.33474
19 C -0.59340 -0.44336 -1.41435
20 C -4.07876 2.33944 -1.11396
21 C 0.00446 -3.71008 -0.04600
22 C 3.30615 -0.20817 1.24578
23 C 1.46305 0.33290 -0.27753
24 C -5.23743 -0.16271 1.47578
25 H 3.71972 0.02186 2.22106
26 H -5.99536 -0.65631 0.86998
27 H 0.02540 -0.51193 -2.31544
28 H -5.75119 0.45808 2.20947
29 H -2.52293 0.00267 1.51379
30 H 1.56646 -4.99746 -0.69438
31 H -1.90714 -4.45660 0.68660
32 H -2.82279 -2.08594 -0.24276
33 H 2.36187 1.82039 -1.61976
34 H 1.95305 2.42836 0.01980
35 H -4.66382 -0.91670 2.00893
36 H -4.51684 3.00175 -1.84574
37 H -2.06363 2.92568 -1.56181
38 H -1.58118 -0.07307 -1.68907
39 H 0.59322 -5.61809 0.65144
40 H 1.80510 -0.46516 -0.94441
41 H 1.29248 -0.99811 1.43229
42 H 1.45262 0.71994 1.83682
43 H 1.79136 -4.34257 0.92480
44 H 3.66002 -1.17353 0.89571
45 H -5.96429 1.57367 -0.46193

Force components x, y, z for each atom (eV/Å):
0.3 0.1 -0.1
0.4 0.1 -0.1
-0.2 0.2 0.3
0.0 0.2 0.2
-0.2 -0.3 -0.3
0.2 0.1 -0.2
0.0 0.3 -0.2
0.2 -0.1 0.1
0.6 -0.3 0.3
0.6 -0.1 -0.1
-0.3 0.3 0.1
0.4 0.4 -0.4
-1.0 0.1 0.0
0.0 0.0 0.0
0.0 0.1 -0.1
-0.1 -0.1 -0.2
-0.4 -0.2 0.0
0.0 0.0 0.0
0.1 -0.4 0.1
0.0 0.0 0.0
-0.6 -0.6 0.4
0.1 0.5 -0.4
-0.3 0.0 0.3
0.0 0.1 0.0
0.1 0.1 0.0
-0.1 -0.1 0.0
-0.1 0.1 0.0
-0.1 0.0 0.1
0.0 -0.1 0.1
0.1 -0.1 0.0
0.0 -0.2 0.1
-0.2 0.2 0.0
0.2 0.0 -0.1
0.0 0.0 0.1
0.0 -0.1 0.1
0.0 0.1 -0.1
0.1 0.1 -0.1
0.2 -0.1 0.0
0.0 0.0 0.0
-0.1 0.1 0.0
0.0 0.0 0.0
0.0 -0.1 0.0
0.1 0.0 0.1
0.1 0.0 -0.1
-0.1 0.0 0.0

***

(2)
A cluster of 9 separate species, C54H135N9O18 in total in a non-equilibrium geometry, computed with wB97M-V/def2-TZVPD.

## Properties
Relative energy (zero: lowest compared OMol25 entry of this formula, charge and spin) in eV: 5.698
Structure (SMILES): COCCNCCOC.COCCNCCOC.COCCNCCOC.COCCNCCOC.COCCNCCOC.COCCNCCOC.COCCNCCOC.COCCNCCOC.COCCNCCOC
Charge: 0
Highest occupied orbital energy in eV: -8.285
Lowest unoccupied orbital energy in eV: 0.61
Orbital gap in eV: 8.896

Atoms and positions in Å:
1 O 6.53952 0.44624 -11.99486
2 O 14.28554 -5.07329 -3.96546
3 O 19.29082 -1.38791 -12.49390
4 O 1.99994 -3.02817 -11.82503
5 O 6.57851 -5.12014 -7.29862
6 O 13.76635 0.91695 -9.32661
7 O 17.04683 -3.24811 -7.10048
8 O 7.85718 -9.31488 -10.22632
9 O 6.72926 -15.39655 -11.20388
10 O 18.64474 -4.11895 -2.23729
11 O 7.88536 -4.43324 -11.50856
12 O 12.23681 -3.17091 -9.34806
13 O 11.80455 -6.81172 -7.99331
14 O 2.37092 -8.37363 -13.84368
15 O 6.93836 -5.05333 -15.26081
16 O 9.58821 0.87220 -7.59468
17 O 15.79316 -4.41972 -13.64222
18 O 3.01410 -1.99959 -8.98224
19 N 7.77598 -12.14529 -10.01718
20 N 18.55351 -2.23140 -4.53149
21 N 4.86952 -6.98524 -16.24725
22 N 3.81199 -0.45583 -11.08658
23 N 12.83052 -7.60305 -5.09792
24 N 9.97602 -2.50499 -11.23294
25 N 4.05373 -4.33231 -9.78383
26 N 11.20801 1.86783 -9.74362
27 N 16.51313 -2.44858 -11.45480
28 C 17.82424 -2.68149 -10.91942
29 C 5.36520 -4.58328 -7.82411
30 C 15.88217 -3.29809 -7.93103
31 C 0.62671 -2.93967 -11.89986
32 C 8.87907 -9.99023 -9.49376
33 C 7.01648 -8.39822 -9.45476
34 C 13.45562 -5.09971 -5.06119
35 C 12.33659 -6.20928 -4.94511
36 C 3.75101 -7.77758 -15.67962
37 C 1.87427 -7.90898 -12.59474
38 C 12.00399 -1.84926 -9.85699
39 C 18.84769 -1.88175 -5.93126
40 C 7.81735 -3.23009 -12.28382
41 C 2.41189 -4.40374 -11.71248
42 C 13.33906 -7.82406 -6.41033
43 C 7.67786 -5.65897 -12.17657
44 C 4.66861 -0.45788 -9.92432
45 C 18.76524 -1.42466 -11.12666
46 C 12.37659 2.75250 -9.79909
47 C 1.96218 -2.33204 -8.13528
48 C 9.01882 1.63385 -8.61205
49 C 6.58936 -14.13942 -10.57155
50 C 14.97566 0.13864 -9.35470
51 C 10.51197 -1.60521 -10.22372
52 C 7.46135 1.40080 -12.53995
53 C 11.11422 -6.76557 -9.17592
54 C 9.04540 -11.49225 -9.99584
55 C 7.47725 -3.87150 -15.84863
56 C 5.42357 -4.43403 -9.34878
57 C 7.20775 -6.25490 -15.94272
58 C 13.62917 1.94650 -10.23183
59 C 19.91690 -0.18980 -12.82585
60 C 15.68089 -3.64196 -11.30260
61 C 3.87812 -0.86903 -8.66657
62 C 15.38755 -4.58993 -15.01606
63 C 5.78647 -16.39421 -10.79797
64 C 8.83792 -0.01275 -6.75327
65 C 19.53941 -2.99838 -2.37028
66 C 6.14323 -7.30476 -15.53168
67 C 4.50993 -0.74929 -12.28515
68 C 12.26046 -8.08308 -7.50404
69 C 11.63854 -3.45871 -8.08584
70 C 10.13525 2.60090 -9.01951
71 C 7.70593 -4.28480 -7.37598
72 C 8.51424 -2.16804 -11.38006
73 C 15.23960 -4.07803 -3.93327
74 C 19.74257 -2.61242 -3.84960
75 C 7.85862 -13.44689 -10.77333
76 C 18.60823 -4.67370 -0.92969
77 C 5.37980 0.35050 -12.84228
78 C 14.95820 -3.99106 -12.62470
79 C 17.45902 -1.92804 -6.69350
80 C 3.14147 -7.26950 -14.34932
81 C 3.89755 -4.48643 -11.21475
82 H 5.90179 -5.33161 -9.74092
83 H 6.00462 -17.38556 -11.19514
84 H 3.66059 -3.47520 -9.42203
85 H 4.02409 -7.20012 -13.71349
86 H 15.86631 -4.11296 -4.82440
87 H 11.40702 -8.69622 -7.21458
88 H 8.17523 -6.66057 -15.64688
89 H 10.42145 -0.54261 -10.44908
90 H 20.53730 -1.86657 -3.86390
91 H 4.67289 -6.02062 -16.02154
92 H 3.66680 -0.93127 -12.95157
93 H 9.71649 3.50472 -9.46207
94 H 9.74358 -11.95802 -9.30035
95 H 2.66156 -7.81175 -11.84719
96 H 6.05490 -7.38142 -14.44798
97 H 11.50184 -2.55483 -7.49220
98 H 8.58883 -4.81527 -7.01934
99 H 20.53785 -3.25887 -2.01904
100 H 13.94154 -6.98573 -6.76007
101 H 12.62552 -8.72159 -8.30849
102 H 10.64018 -3.89396 -8.12991
103 H 11.56970 -6.06219 -5.70560
104 H 18.21789 -3.89132 -0.27883
105 H 14.12722 -4.68482 -12.49720
106 H 11.30929 1.03940 -9.17480
107 H 9.99148 -1.74994 -9.27702
108 H 4.06853 -8.79950 -15.47234
109 H 5.13812 -3.61945 -7.36852
110 H 0.22420 -3.19133 -12.88105
111 H 6.25786 -14.06437 -9.53589
112 H 4.52118 -5.18002 -7.47824
113 H 9.53231 -11.48155 -10.97098
114 H 13.59124 -7.74684 -4.44928
115 H 8.63744 -10.07590 -8.43433
116 H 1.59787 -3.31817 -8.42325
117 H 12.19635 3.54388 -10.52664
118 H 6.75880 -3.02105 -12.43837
119 H 12.53752 3.19693 -8.81691
120 H 4.45430 -3.69605 -11.71818
121 H 8.72438 1.03350 -9.47285
122 H 3.12437 -1.17191 -10.90076
123 H 5.33351 -1.31524 -10.02894
124 H 7.92577 -0.38114 -7.22270
125 H 7.67886 -3.42891 -6.70157
126 H 12.48338 -1.17830 -9.14417
127 H 10.15738 -7.28170 -9.09733
128 H 14.83919 -0.84746 -9.79864
129 H 18.04783 -5.60859 -0.92460
130 H 4.87756 1.30197 -13.01711
131 H 9.81980 -9.45093 -9.60460
132 H 19.19867 -2.09214 -1.86955
133 H 4.80132 -16.04880 -11.11146
134 H 19.65130 -1.50246 -10.49663
135 H 14.50949 2.58293 -10.14187
136 H 0.41453 -1.89765 -11.66056
137 H 7.56537 -7.54708 -9.05180
138 H 14.12022 -5.12448 -5.92479
139 H 14.74250 -3.11454 -3.82062
140 H 6.74016 -5.70576 -12.73030
141 H 5.82344 -16.53503 -9.71774
142 H 8.70418 -14.01286 -10.38243
143 H 16.60797 -2.01108 -12.36018
144 H 16.18119 -4.89551 -15.69786
145 H 19.20465 -0.85639 -6.02780
146 H 2.58820 -6.33847 -14.47252
147 H 19.59829 -5.00346 -0.61482
148 H 1.10581 -1.67138 -8.27040
149 H 11.87580 -6.18691 -3.95755
150 H 8.32805 -3.40270 -13.23118
151 H 7.95820 -3.95273 -8.38305
152 H 15.56895 -4.31006 -8.18778
153 H 7.23168 -3.04771 -15.17844
154 H 14.93468 -3.51751 -10.51789
155 H 15.88306 -2.67528 -8.82558
156 H 1.20117 -8.70331 -12.27211
157 H 2.34961 -2.42825 -7.12101
158 H 8.51663 -3.92435 -16.17267
159 H 8.64636 0.35569 -5.74547
160 H 11.66521 -7.20909 -10.00526
161 H 8.20678 1.64429 -11.78288
162 H 18.34219 -0.46861 -10.81828
163 H 12.27653 -4.05787 -7.43616
164 H 16.66662 -1.45635 -6.11238
165 H 13.57353 1.60454 -11.26530
166 H 7.13734 -6.02489 -17.00584
167 H 17.75012 -2.79939 -9.83835
168 H 0.12999 -3.56647 -11.15925
169 H 10.49278 2.83334 -8.01639
170 H 5.82254 -0.04351 -13.75707
171 H 6.40451 -8.28098 -15.94012
172 H 20.20324 -3.38967 -4.45933
173 H 8.01778 -13.33532 -11.84586
174 H 12.98037 -4.12980 -5.20784
175 H 19.61953 -2.52674 -6.35122
176 H 6.00882 -3.55827 -9.62919
177 H 17.41270 -1.34688 -7.61448
178 H 14.41437 -3.07449 -12.85327
179 H 1.92130 -4.96132 -10.91465
180 H 16.28797 -4.46986 -10.93636
181 H 9.36027 -0.95532 -6.58948
182 H 17.87832 -2.98191 -4.56248
183 H 15.90931 -4.15494 -3.07672
184 H 13.99912 -8.68851 -6.48214
185 H 7.75052 -6.48633 -11.47066
186 H 10.82199 -5.72943 -9.34656
187 H 6.26215 -7.95164 -10.10256
188 H 20.69129 0.13225 -12.12964
189 H 5.09042 -1.67014 -12.34152
190 H 2.30186 -4.90192 -12.67571
191 H 18.31380 -3.59016 -11.26980
192 H 1.25811 -7.01316 -12.67186
193 H 6.87768 2.31622 -12.63706
194 H 15.01672 -3.05863 -7.31316
195 H 6.89809 -3.74901 -16.76387
196 H 2.89715 -7.77270 -16.35711
197 H 14.62763 -5.36576 -15.10934
198 H 10.10707 -3.44942 -10.89982
199 H 5.80130 -13.58094 -11.07669
200 H 15.77323 0.68510 -9.85805
201 H 19.27886 0.67604 -13.00283
202 H 4.33780 -5.38052 -11.65620
203 H 8.12705 2.09700 -8.18975
204 H 6.38775 -8.74756 -8.63576
205 H 20.44330 -0.34537 -13.76755
206 H 7.95760 1.09320 -13.46040
207 H 7.17603 -11.46656 -10.46383
208 H 8.40289 -1.21566 -11.89839
209 H 14.88018 -3.70816 -15.40739
210 H 5.28123 0.43080 -9.77249
211 H 12.55959 -1.67289 -10.77802
212 H 8.47950 -5.82782 -12.89557
213 H 3.15594 -0.13522 -8.30871
214 H 15.18747 -0.08083 -8.30824
215 H 4.51653 -1.15702 -7.83135
216 H 7.98853 -2.14598 -10.42547

Force components x, y, z for each atom (eV/Å):
0.2 0.7 -0.2
-0.2 -1.7 2.0
-1.3 -0.1 1.0
1.2 -1.6 0.5
-0.2 -0.1 0.2
0.3 -1.5 0.8
0.5 -0.4 -0.1
-1.2 0.5 1.0
-0.1 -1.2 0.6
0.4 0.4 -0.5
0.0 -0.3 0.4
-0.1 -0.6 -0.1
1.2 -0.1 1.4
0.0 2.2 0.3
0.3 0.4 0.9
0.9 -1.6 1.5
2.0 -0.4 -1.3
1.2 0.6 -1.1
0.3 -1.0 -0.5
-0.3 1.3 -0.8
-0.1 -0.5 1.5
0.1 0.8 1.4
-0.3 0.6 0.4
-0.9 1.4 -0.2
-0.2 -1.7 -0.6
-1.6 1.6 -0.2
0.1 0.0 0.7
1.4 2.2 0.4
0.8 0.5 0.1
-0.7 0.1 1.4
-0.9 0.9 0.3
-0.1 -1.4 -0.2
0.2 0.4 -0.6
-0.9 0.2 -0.8
1.4 -0.3 0.0
-0.8 0.8 0.0
-0.9 -1.7 0.1
-0.6 -0.4 -0.4
-2.5 0.0 -0.2
0.6 -0.6 1.5
2.1 0.5 0.8
-0.4 -0.8 -2.0
0.5 0.1 -0.3
-0.4 -1.6 1.1
0.7 -1.3 -0.7
0.6 -1.6 -0.4
0.0 -0.3 0.2
-0.5 0.1 -0.3
-1.4 -0.4 -0.6
-0.9 0.3 0.4
1.3 -0.1 1.6
-0.8 0.3 1.3
-1.2 -0.2 -0.4
0.5 2.2 0.4
-1.3 -0.7 -0.7
-0.7 -0.4 1.0
-0.8 -0.5 0.6
-0.3 1.2 0.2
0.8 0.4 -0.7
-0.1 -0.3 -1.5
-1.7 0.0 0.2
-1.4 0.2 1.1
0.2 0.8 0.2
-0.1 -0.4 -0.9
0.1 -0.6 -1.2
-0.3 0.7 -1.8
-1.2 0.3 -1.6
-0.3 0.6 -0.2
0.1 1.1 0.3
-0.6 -1.1 0.9
0.6 0.0 0.2
0.6 -1.5 -1.7
0.3 0.8 0.0
0.4 -1.2 0.6
0.6 2.1 0.8
0.5 0.4 -0.5
1.2 -1.2 0.3
-1.4 0.5 0.4
0.1 -0.3 -1.1
1.8 -2.1 -1.0
-0.8 1.3 -1.1
0.0 0.0 -0.2
0.3 0.4 -0.6
-0.1 0.1 -0.5
-0.1 0.8 0.6
0.1 0.2 -0.4
-0.3 0.2 0.9
0.4 0.2 -0.3
-0.2 -0.1 -0.5
-0.4 0.7 0.1
-0.1 0.4 -0.2
0.3 0.0 -0.8
0.4 -0.1 -0.6
0.0 -0.2 0.1
0.2 0.3 0.0
0.1 0.1 0.2
0.0 0.5 -0.1
-0.2 -0.6 0.0
0.1 -0.1 0.4
0.1 0.1 -0.3
0.8 0.4 -0.5
0.0 -0.3 -0.4
0.1 0.2 0.0
-0.1 -0.4 0.5
0.1 -0.5 0.5
0.9 -0.1 0.1
-0.5 0.1 0.4
0.0 0.0 -0.3
0.3 0.6 0.1
0.0 0.0 -0.2
0.4 -1.0 0.4
0.3 -0.6 -0.4
0.1 0.0 -0.4
0.0 0.0 0.3
-0.2 0.3 0.1
0.2 -0.1 -0.1
-0.1 0.0 0.0
-0.1 0.4 -0.2
0.4 0.2 0.1
0.1 0.4 -0.5
-0.2 -0.4 -0.1
-0.2 -0.1 -0.4
0.8 -0.1 -0.1
-0.4 0.5 -0.1
-0.6 0.4 0.0
-0.8 0.6 0.2
-0.3 -0.4 0.0
-0.1 0.2 -0.6
-0.6 0.4 -0.2
0.0 0.1 0.2
0.1 0.0 0.0
-0.3 -0.1 0.4
-0.3 -0.3 0.1
0.1 -0.4 0.3
0.2 0.4 -0.2
-0.4 0.0 -0.2
0.5 -0.1 0.0
-0.2 -0.7 -0.7
0.1 0.4 -0.3
-0.2 0.1 0.1
-0.2 0.2 0.2
-0.1 0.0 0.2
-0.5 -0.6 -0.3
0.5 0.3 0.7
0.0 0.1 0.2
-0.1 0.0 0.2
0.4 0.4 0.2
0.1 0.4 0.5
0.0 0.5 0.0
0.1 0.3 -0.1
-0.3 0.1 -0.3
1.1 -0.3 -0.2
0.4 -0.1 -0.1
-0.4 0.2 -0.2
0.4 0.2 0.1
0.0 0.0 0.3
-0.5 0.3 0.4
0.3 -0.1 0.6
-0.1 0.6 -0.2
0.2 0.2 -0.3
0.2 -0.4 0.0
-0.7 0.0 -0.4
0.2 -0.5 -0.6
0.0 -0.1 0.7
-0.3 -0.1 -0.2
0.2 -0.5 -0.3
0.0 0.0 0.2
-0.1 -0.1 0.2
0.4 0.8 0.1
-0.5 0.2 -0.7
0.5 -0.1 0.2
0.4 -0.9 0.4
0.2 0.3 -0.2
-0.5 0.4 0.3
-0.1 -0.3 -0.4
0.4 0.1 -0.2
0.8 0.4 -0.2
0.0 0.5 -0.6
-0.9 0.2 -0.1
0.2 -0.2 -0.3
0.7 0.1 -0.2
0.1 -0.3 0.3
-0.2 -0.5 0.1
0.0 -0.2 0.6
-0.2 0.2 0.3
0.5 0.0 -0.3
0.3 -0.2 -0.6
0.1 -0.2 0.5
0.3 -0.3 0.6
-0.1 0.0 0.0
0.2 -0.1 -0.4
0.2 0.3 -0.1
0.2 0.3 -0.7
-0.3 0.9 0.1
0.0 0.5 -0.3
0.3 -0.3 -0.5
-0.1 -0.4 0.3
-0.3 -0.2 0.0
-0.3 0.2 -0.4
0.2 -0.1 0.1
-0.6 -0.1 0.2
0.0 -0.5 0.7
-0.1 0.6 -0.3
0.5 -1.1 0.2
0.0 -0.2 -0.1
-0.2 -0.1 -0.2
-0.5 -0.3 -0.3
0.2 0.2 0.3
0.3 0.4 0.0
-0.3 0.0 0.0
0.4 -0.7 -0.1
0.1 0.0 -0.3
0.3 0.7 0.0
0.4 0.3 0.0
0.3 0.1 0.0
-0.1 0.1 0.2